# 1
# C5H6LiO4Pb

A molecular structure, C5H6LiO4Pb in a non-equilibrium geometry (ωB97M-V/def2-TZVPD, the Open Molecules 2025 dataset).

Its total charge is +2. The spin multiplicity is 2. Its expectation value of S² is 0.77. The value obtained for the calculated total energy is -694.804898 hartree. For the HOMO energy (alpha / beta), the calculation gives -13.864 / -16.782 eV. The calculation puts the relative energy (zero: lowest compared OMol25 entry of this formula, charge and spin) at 3.0 kcal per mole.

Structure (XYZ):
```
17
Properties=species:S:1:pos:R:3:nbo_charge:R:1
O 3.1779 -1.5642 -0.2038 -0.754
C 2.3372 -0.7041 -0.4038 1.048
O 2.3933 0.5254 -0.2566 -0.932
O 1.0391 -1.2611 -0.6628 -0.458
C 0.0228 -0.4978 -0.9750 0.208
C -1.2939 -0.8954 -0.7337 -0.430
Li 4.8616 -1.7471 0.5014 0.987
H 0.2696 0.5406 -1.2270 0.166
H -1.4287 -1.9466 -0.4663 0.264
H -1.9298 -0.5979 -1.5814 0.267
Pb 2.2092 2.2012 0.9628 1.719
C -2.1446 0.2279 0.7665 -0.447
C -1.6604 1.6084 0.7447 0.404
O -0.6434 1.9851 1.3214 -0.690
H -1.8765 -0.3151 1.6779 0.239
H -2.1191 2.2840 -0.0033 0.153
H -3.2144 0.1567 0.5388 0.254
```

=====

# 2
# C16H31AuI2LuN3O3S2

A molecular structure, C16H31AuI2LuN3O3S2 in a non-equilibrium geometry (ωB97M-V/def2-TZVPD, the Open Molecules 2025 dataset).

Its total charge is +4. The spin multiplicity is 3. Its expectation value of S² is 2.02. The value obtained for the calculated total energy is -3779.690908 hartree. For the HOMO energy (alpha / beta), the calculation gives -19.743 / -19.303 eV. The calculation puts the relative energy (zero: lowest compared OMol25 entry of this formula, charge and spin) at 0.0 kcal per mole.

Structure (XYZ):
```
59
Properties=species:S:1:pos:R:3:nbo_charge:R:1
I 2.1030 4.5347 -1.4594 0.262
I 1.5093 4.4335 -4.1845 0.327
Lu 0.0413 2.3773 -1.5199 1.234
Au -0.0973 -0.9618 -0.7949 0.528
S -1.6250 4.2031 -0.7768 0.210
S 1.6872 0.5221 -0.5360 -0.368
C -1.5382 -2.2389 -0.9528 0.481
C -2.9149 3.9194 0.4765 -0.129
C 3.0855 -0.1398 -1.6067 -0.020
C -4.0798 4.8367 0.0947 -0.637
C -3.3650 2.4689 0.5067 -0.623
C -2.3496 4.3360 1.8315 -0.628
C 3.7986 1.0663 -2.2119 -0.638
C 2.5709 -1.0749 -2.6955 -0.632
C 4.0210 -0.8874 -0.6510 -0.672
C -1.9408 1.1045 -2.2386 0.450
C 0.1427 1.4455 -3.6771 0.424
O -2.2674 -3.1295 -0.9994 -0.289
O -2.8769 0.6260 -2.7209 -0.309
O 0.1707 0.9972 -4.7408 -0.298
H -4.4416 4.6094 -0.9130 0.230
H -3.7653 5.8891 0.0973 0.251
H -4.9148 4.7202 0.7946 0.275
H -3.8157 2.1616 -0.4414 0.218
H -4.1152 2.3553 1.2986 0.282
H -2.5349 1.7920 0.7282 0.188
H -1.4916 3.7181 2.1113 0.210
H -3.1091 4.2336 2.6145 0.285
H -2.0097 5.3773 1.8098 0.252
H 4.6997 0.7073 -2.7319 0.277
H 4.0890 1.7817 -1.4316 0.231
H 3.1663 1.5979 -2.9371 0.190
H 3.4359 -1.4454 -3.2711 0.276
H 1.8845 -0.5547 -3.3743 0.195
H 2.0369 -1.9283 -2.2585 0.199
H 4.8836 -1.2877 -1.2072 0.261
H 3.4941 -1.7096 -0.1403 0.246
H 4.3922 -0.2036 0.1232 0.239
C 0.1826 -2.8525 3.0557 -0.410
N 0.7235 -4.0232 2.3716 -0.381
C 0.1062 -5.2747 2.7527 -0.425
C 1.4825 -3.8413 1.2391 0.539
N 1.8895 -2.6625 0.8500 -0.704
N 1.7831 -4.8912 0.4198 -0.039
C 1.7596 -6.2957 0.7472 -0.465
C 2.4030 -4.5330 -0.8346 -0.443
H -0.3247 -3.1845 3.9646 0.264
H -0.5322 -2.3052 2.4160 0.186
H 1.0044 -2.1784 3.3228 0.216
H -0.5238 -5.7007 1.9606 0.205
H 0.8572 -6.0065 3.0709 0.230
H -0.5395 -5.0766 3.6152 0.254
H 1.7253 -1.9847 1.5935 0.377
H 2.3446 -6.8172 -0.0204 0.266
H 2.2144 -6.5126 1.7240 0.285
H 0.7403 -6.7022 0.7053 0.288
H 1.6914 -3.9699 -1.4645 0.238
H 3.2768 -3.8798 -0.6667 0.282
H 2.7080 -5.4437 -1.3521 0.260
```